This record from the OMol25 dataset describes a structure of composition C52H50As2N2SSbTl. The level of theory is ωB97M-V/def2-TZVPD.

LUMO energy (alpha / beta)   -7.5 / -7.7 eV
HOMO level (alpha / beta)   -12.612 / -12.646 eV
E_tot   -201443.280 eV
2S+1   1
Energy above the lowest of the compared OMol25 structures with the same formula, charge and spin   0.000 eV
Net charge   +2

XYZ file:
```
109
Properties=species:S:1:pos:R:3:forces:R:3
Tl -1.69668 -0.28174 -2.22113 0.149 -0.134 0.087
C -2.64341 1.89299 1.59145 -0.049 0.148 0.053
C -2.18197 0.44991 1.76017 0.006 -0.097 0.059
As -0.54253 0.23933 2.79493 0.003 0.154 0.009
C -0.81909 0.96371 4.55281 -0.034 0.007 -0.053
C -0.21039 2.13888 4.98226 0.016 -0.055 0.007
C -0.50635 2.63775 6.24283 0.005 -0.014 -0.001
C -1.40285 1.96729 7.06228 0.011 0.018 0.011
C -1.99589 0.78672 6.63628 -0.014 -0.045 0.003
C -1.70209 0.27280 5.38307 -0.034 0.026 -0.007
C -0.15040 -1.59925 2.99785 0.002 -0.015 -0.039
C 0.66416 -1.99937 4.06121 -0.002 0.012 0.029
C 0.96451 -3.34121 4.21459 0.014 0.009 -0.013
C 0.47193 -4.27135 3.30472 0.002 -0.011 -0.001
C -0.32381 -3.86778 2.23912 0.014 -0.006 -0.026
C -0.62931 -2.52747 2.07138 -0.016 -0.004 -0.009
As -2.05002 2.74700 -0.09295 0.104 -0.190 0.008
C -2.22026 4.63688 0.33115 -0.019 -0.040 -0.063
C -2.27378 5.17219 1.61402 -0.019 -0.030 0.044
C -2.34129 6.54652 1.79173 0.001 0.024 -0.003
C -2.34806 7.39433 0.69294 0.000 -0.003 0.007
C -2.30289 6.86623 -0.58850 -0.002 -0.011 -0.001
C -2.24689 5.49161 -0.76797 -0.014 0.027 -0.003
C -0.11330 2.56055 0.14036 -0.052 0.057 0.044
C 0.50996 2.76703 1.36881 -0.009 0.078 0.087
C 1.89289 2.66816 1.49933 0.016 0.069 -0.115
C 2.67131 2.38779 0.38470 -0.102 0.498 0.069
C 2.06407 2.22263 -0.85334 -0.164 0.290 -0.060
C 0.68028 2.30048 -0.97189 0.051 -0.132 0.015
H -2.39155 2.50000 2.46324 0.032 -0.047 0.001
H -3.73363 1.89875 1.53136 -0.004 -0.002 0.001
H -2.05537 -0.08342 0.81490 0.014 -0.026 0.007
H -2.89544 -0.13780 2.34854 -0.042 0.027 -0.026
H 0.51110 2.65450 4.36449 -0.004 0.034 -0.097
H -0.03105 3.54667 6.58575 0.000 0.001 -0.003
H -1.63359 2.36004 8.04335 0.002 0.004 -0.002
H -2.68501 0.25946 7.28211 0.003 0.001 0.001
H -2.15808 -0.65636 5.06143 -0.003 0.005 0.002
H 1.03885 -1.27283 4.77284 -0.006 -0.005 -0.001
H 1.57629 -3.66536 5.04552 0.003 0.004 -0.003
H 0.70534 -5.32022 3.43238 0.000 0.004 0.003
H -0.71714 -4.59790 1.54385 0.006 0.010 -0.006
H -1.26718 -2.22358 1.24957 -0.010 -0.006 -0.028
H -2.27977 4.53875 2.49308 0.021 -0.010 -0.025
H -2.39252 6.95657 2.79178 0.004 -0.001 0.000
H -2.39678 8.46535 0.83632 -0.007 -0.002 0.002
H -2.32063 7.52214 -1.44859 0.003 0.000 0.002
H -2.22940 5.08569 -1.77350 0.012 -0.001 0.005
H -0.08469 3.10864 2.20971 -0.010 -0.038 0.081
H 2.36349 2.84722 2.45911 0.004 0.010 -0.002
H 3.74797 2.32451 0.47261 -0.222 0.213 -0.036
H 2.67171 2.04546 -1.73198 -0.082 0.161 0.084
H 0.21921 2.17013 -1.94616 0.011 0.076 0.019
C 2.68249 -0.70978 1.11583 0.074 -0.121 0.006
C 3.71271 -0.26426 0.11416 0.121 -0.337 -0.086
C 4.91210 0.27449 0.57457 0.174 -0.277 -0.068
C 5.86702 0.76182 -0.30344 0.029 -0.051 0.070
C 5.64122 0.73262 -1.67362 -0.019 0.048 -0.024
C 4.46133 0.19441 -2.15785 0.085 -0.170 0.024
C 3.52128 -0.32776 -1.26826 0.105 -0.216 0.113
Sb 1.78510 -1.16830 -2.11428 -0.199 -0.085 -0.175
C 1.98523 -0.88974 -4.20181 0.086 0.010 0.089
C 1.16812 0.06636 -4.80376 -0.042 -0.002 0.007
C 1.22843 0.27783 -6.16962 0.011 -0.001 -0.008
C 2.11213 -0.47386 -6.93240 -0.002 0.010 0.018
C 2.93552 -1.40616 -6.32559 0.040 0.011 0.004
C 2.90477 -1.63293 -4.94867 -0.014 -0.010 -0.065
C 3.85260 -2.65034 -4.37146 -0.029 -0.020 0.013
C 1.84300 -3.22832 -1.67314 -0.024 0.050 0.000
C 2.84695 -3.67446 -0.81449 0.005 0.015 -0.015
C 3.00243 -5.03102 -0.58578 -0.013 -0.013 0.025
C 2.14373 -5.92905 -1.20408 0.015 -0.008 0.017
C 1.13926 -5.47563 -2.04638 -0.030 0.000 0.028
C 0.95780 -4.11833 -2.29408 0.016 -0.005 -0.002
C -0.14019 -3.65841 -3.21166 0.015 0.014 -0.023
H 2.49289 0.08836 1.83537 0.020 -0.023 -0.007
H 3.01558 -1.58472 1.67791 0.002 -0.027 -0.018
H 1.72475 -0.96390 0.65540 -0.021 -0.007 -0.029
H 5.09122 0.32361 1.64242 -0.001 0.008 0.013
H 6.78753 1.17872 0.08343 0.002 -0.002 -0.003
H 6.37820 1.12689 -2.36000 -0.001 0.005 0.003
H 4.28118 0.17411 -3.22676 -0.004 -0.005 0.003
H 0.47627 0.64933 -4.20649 -0.001 -0.011 -0.007
H 0.59295 1.01946 -6.63408 0.008 0.005 0.000
H 2.16922 -0.32437 -8.00225 -0.009 -0.005 0.000
H 3.63523 -1.97447 -6.92685 -0.003 0.007 -0.006
H 4.83763 -2.54127 -4.82435 -0.001 -0.019 -0.011
H 3.50526 -3.66429 -4.58155 0.000 -0.004 0.030
H 3.97891 -2.56420 -3.29246 0.010 0.026 -0.008
H 3.53532 -2.97530 -0.35594 -0.001 0.016 0.005
H 3.79516 -5.38373 0.06009 -0.004 -0.001 0.005
H 2.25864 -6.99124 -1.03301 0.004 -0.002 -0.008
H 0.47900 -6.18800 -2.52499 -0.001 -0.001 -0.001
H -0.70171 -4.50486 -3.60158 0.006 -0.003 -0.005
H 0.25552 -3.10182 -4.06522 0.005 0.011 -0.004
H -0.85643 -3.02393 -2.68250 0.022 -0.040 -0.012
C -7.85902 -1.36357 -0.44981 0.007 -0.009 0.005
C -6.51792 -0.85838 -0.86882 -0.051 0.062 -0.027
C -6.34537 0.42319 -1.40437 0.014 -0.030 0.017
C -5.06778 0.78804 -1.75557 -0.041 -0.055 0.089
N -4.03998 -0.04715 -1.58640 -0.055 0.156 -0.133
C -4.28417 -1.26791 -1.07093 -0.072 0.005 0.021
S -2.89116 -2.31608 -0.91829 0.097 0.084 0.000
N -5.48689 -1.68902 -0.70420 0.084 -0.010 0.042
H -8.66077 -0.70038 -0.76540 0.002 0.001 0.000
H -7.88644 -1.45993 0.63686 0.002 -0.001 0.000
H -8.01806 -2.35880 -0.86237 -0.007 0.002 -0.002
H -7.17898 1.09545 -1.54212 -0.007 -0.011 -0.004
H -4.83881 1.76194 -2.17329 0.000 -0.007 -0.010
```
Positions in Å, forces in eV/Å.

Atomic partial charges in e from the Löwdin method, atoms 1 to 8:
1. Tl 0.635
2. C -0.423
3. C -0.379
4. As 1.484
5. C -0.378
6. C -0.100
7. C -0.054
8. C -0.046